The following is a quantum chemistry calculation of C29H32N5O4S2Ti as an isolated structure in a non-equilibrium geometry, from the OMol25 dataset.

Geometry as XYZ:
```
73
C29H32N5O4S2Ti the ωB97M-V functional and the def2-TZVPD basis
Ti 11.98 11.42 11.85
C 13.26 15.29 10.15
C 12.61 14.29 11.07
N 12.87 12.97 10.85
N 14.16 12.85 10.41
C 14.65 11.62 10.10
S 13.63 10.16 10.39
S 16.36 11.60 9.50
C 16.10 10.68 7.95
C 15.80 9.19 8.18
C 14.82 8.51 7.47
C 14.69 7.11 7.60
C 15.42 6.45 8.55
C 16.39 7.13 9.27
C 16.57 8.52 9.12
C 11.81 14.68 12.24
C 11.95 15.91 12.93
C 11.29 16.27 14.05
C 10.07 15.57 14.39
C 9.81 14.44 13.66
C 10.72 13.86 12.74
O 10.44 12.60 12.33
H 13.78 16.08 10.70
H 12.51 15.80 9.59
H 14.02 14.69 9.62
H 17.15 10.73 7.56
H 15.41 11.17 7.19
H 14.22 9.04 6.71
H 13.98 6.52 7.00
H 15.28 5.35 8.63
H 17.00 6.58 9.97
H 17.28 8.99 9.79
H 12.81 16.59 12.59
H 11.68 17.06 14.64
H 9.41 16.04 15.12
H 8.96 13.75 13.87
O 13.50 11.75 13.02
N 13.66 11.26 14.23
N 12.72 10.30 14.36
O 11.91 10.09 13.26
C 12.74 9.58 15.49
C 12.26 8.22 15.61
C 12.88 7.46 16.61
C 13.89 7.91 17.43
C 14.25 9.28 17.36
C 13.74 10.12 16.42
H 11.52 7.77 14.98
H 12.68 6.38 16.65
H 14.40 7.19 18.06
H 14.92 9.66 18.08
H 14.09 11.16 16.31
C 8.37 10.60 9.72
C 8.41 9.28 10.50
C 9.61 9.33 11.45
O 10.42 10.45 10.90
C 9.87 10.95 9.57
H 7.82 11.35 10.30
H 7.83 10.41 8.83
H 8.73 8.51 9.76
H 7.51 8.99 11.00
H 10.24 8.46 11.51
H 9.33 9.61 12.46
H 10.35 10.38 8.80
H 10.13 11.97 9.47
C 4.69 14.41 13.17
C 5.97 13.63 13.53
C 6.45 12.92 12.36
N 6.80 12.30 11.45
H 4.40 15.11 13.95
H 3.78 13.80 12.95
H 4.82 15.12 12.28
H 5.74 12.88 14.33
H 6.76 14.32 13.90
```

Summary:
total charge	+1
highest occupied orbital energy (alpha / beta)	-10.63 / -10.63	eV
calculated total energy	-91008.7144	eV
HOMO-LUMO gap (alpha / beta)	6.38 / 6.38	eV
ΔE to the lowest compared entry with this formula, charge and spin	2.9355	eV
lowest unoccupied orbital energy (alpha / beta)	-4.246 / -4.248	eV

***

The following is a quantum chemistry calculation of C29H33AsCl2N5O8ReS4 as an isolated structure in a non-equilibrium geometry, from the OMol25 dataset.

Geometry as XYZ:
```
83
C29H33AsCl2N5O8ReS4 the ωB97M-V functional and the def2-TZVPD basis
Re 12.79 13.28 12.98
N 12.51 14.68 14.55
N 13.41 15.76 14.31
C 14.28 15.75 13.17
O 14.98 16.72 12.78
O 14.11 14.67 12.42
H 11.52 15.19 14.42
H 12.65 14.26 15.50
H 13.17 16.69 14.72
O 12.55 7.80 13.42
C 12.51 8.25 12.28
S 13.58 9.64 12.11
C 12.58 10.54 11.02
C 11.56 9.80 10.37
S 10.53 10.34 9.13
S 11.47 8.09 10.90
S 12.68 12.26 10.84
Cl 10.58 17.48 7.96
C 9.00 16.67 7.98
C 8.63 15.60 7.12
C 7.63 14.64 7.48
C 6.99 14.81 8.69
C 7.11 15.97 9.41
Cl 6.15 16.30 10.75
C 8.16 16.91 9.10
N 8.32 18.02 9.90
C 9.46 18.55 10.50
C 9.75 19.91 10.30
C 11.01 20.30 10.70
C 11.77 19.43 11.49
C 11.38 18.15 11.76
C 10.17 17.65 11.28
C 9.81 16.22 11.56
C 10.60 15.57 12.67
O 10.46 15.90 13.90
O 11.38 14.61 12.25
H 9.10 15.65 6.14
H 7.34 13.82 6.79
H 6.24 14.11 9.00
H 7.45 18.37 10.41
H 9.14 20.52 9.62
H 11.45 21.23 10.42
H 12.70 19.79 11.83
H 12.05 17.51 12.36
H 9.82 15.64 10.66
H 8.78 16.10 11.96
C 15.18 9.16 16.47
C 15.18 10.60 17.09
C 15.66 11.81 16.13
C 16.20 12.92 17.08
C 16.68 14.26 16.47
C 16.75 11.29 15.25
O 17.78 10.67 15.63
N 16.64 11.65 13.93
C 15.56 12.19 13.24
O 15.60 12.19 12.02
N 14.41 12.45 14.04
C 14.41 12.35 15.38
O 13.40 12.68 16.02
H 15.09 8.39 17.31
H 16.18 8.91 16.10
H 14.35 8.99 15.79
H 15.88 10.64 17.96
H 14.13 10.91 17.40
H 17.04 12.43 17.62
H 15.49 13.18 17.90
H 17.68 14.27 16.09
H 16.68 15.12 17.15
H 16.00 14.65 15.68
H 17.26 11.14 13.32
C 10.07 12.78 15.73
As 11.11 11.92 14.14
C 9.68 11.65 12.69
C 11.18 10.16 15.08
H 9.57 12.02 16.32
H 9.45 13.58 15.32
H 10.85 13.11 16.44
H 9.66 12.50 11.98
H 8.65 11.52 13.16
H 10.04 10.78 12.14
H 10.18 9.73 14.91
H 11.26 10.43 16.18
H 12.03 9.59 14.86
```

Summary:
total charge	-1
highest occupied orbital energy (alpha / beta)	-4.43 / -4.45	eV
calculated total energy	-185796.5412	eV
HOMO-LUMO gap (alpha / beta)	6.58 / 5.10	eV
2S+1	4
lowest unoccupied orbital energy (alpha / beta)	2.152 / 0.649	eV

***

The following is a quantum chemistry calculation of C29H33Cl3HfN6O4S2Se2 as an isolated structure in a non-equilibrium geometry, from the OMol25 dataset.

Geometry as XYZ:
```
80
C29H33Cl3HfN6O4S2Se2 the ωB97M-V functional and the def2-TZVPD basis
Hf -1.06 1.46 -0.70
N -0.91 0.52 -4.83
C -0.95 1.30 -3.74
S 0.49 1.48 -2.81
N -2.04 2.00 -3.52
N -2.21 2.54 -2.32
C -2.97 3.57 -2.16
C -3.15 4.08 -0.82
C -3.65 5.36 -0.60
C -3.69 5.86 0.69
C -3.26 5.04 1.73
C -2.80 3.77 1.43
N -2.74 3.28 0.19
H -0.12 -0.09 -4.93
H -1.79 0.25 -5.25
H -3.43 4.09 -3.00
H -3.96 5.97 -1.43
H -4.01 6.87 0.88
H -3.25 5.39 2.75
H -2.47 3.11 2.22
Cl 2.15 4.23 5.00
C 1.51 3.95 3.42
C 1.70 2.72 2.82
C 1.16 2.52 1.56
Cl 1.41 1.05 0.69
C 0.39 3.48 0.87
O -0.16 3.20 -0.28
C 0.29 4.73 1.51
Cl -0.48 6.02 0.67
C 0.82 4.96 2.77
H 2.26 1.93 3.30
H 0.69 5.93 3.23
O -5.89 -0.72 2.49
C -5.72 -0.78 1.11
C -4.23 -0.77 0.68
C -3.58 -2.08 1.17
O -3.56 -2.22 2.57
C -3.60 0.47 1.32
Se -1.62 0.48 1.64
C -4.19 -0.69 -0.84
Se -2.38 -0.64 -1.66
H -5.29 -1.39 2.87
H -6.24 0.10 0.70
H -6.20 -1.68 0.70
H -2.57 -2.15 0.75
H -4.16 -2.93 0.79
H -2.89 -1.61 2.91
H -4.05 0.66 2.30
H -3.79 1.34 0.67
H -4.72 0.19 -1.20
H -4.65 -1.58 -1.29
C 6.24 -1.27 -0.19
C 5.34 -1.51 -1.39
C 3.91 -1.04 -1.14
N 3.22 -1.93 -0.24
C 1.91 -2.15 -0.27
S 0.88 -1.28 -1.23
N 1.41 -3.15 0.55
C 1.99 -4.36 0.87
O 1.56 -5.04 1.77
C 3.11 -4.80 -0.02
C 2.98 -4.73 -1.40
C 3.99 -5.23 -2.21
C 5.13 -5.78 -1.65
C 5.26 -5.85 -0.27
C 4.25 -5.37 0.55
H 7.26 -1.58 -0.41
H 5.91 -1.82 0.69
H 6.26 -0.21 0.05
H 5.33 -2.57 -1.65
H 5.73 -0.96 -2.25
H 3.33 -1.00 -2.07
H 3.92 -0.03 -0.71
H 3.80 -2.48 0.38
H 0.45 -3.03 0.84
H 2.09 -4.32 -1.84
H 3.88 -5.19 -3.28
H 5.91 -6.16 -2.28
H 6.14 -6.29 0.17
H 4.32 -5.44 1.62
```

Summary:
total charge	0
highest occupied orbital energy	-7.01	eV
calculated total energy	-238980.4766	eV
HOMO-LUMO gap	6.12	eV
lowest unoccupied orbital energy	-0.883	eV